(1)
Formula: C22H59BMnO11
Source: the OMol25 dataset
Level of theory: the ωB97M-V functional and the def2-TZVPD basis

Structure (XYZ):
```
94
Properties=species:S:1:pos:R:3:lowdin_charge:R:1
Mn 2.386 0.337 1.350 0.954
C 4.450 1.895 -2.294 -0.088
C 3.464 1.808 -1.111 -0.466
O 3.743 0.803 -0.191 -0.368
H 4.700 0.891 -2.634 0.068
H 5.382 2.398 -2.050 0.060
H 3.823 2.431 -3.010 0.064
H 2.432 1.735 -1.491 0.074
H 3.429 2.812 -0.640 0.082
B 0.395 0.301 0.610 -0.444
H 0.930 0.643 -0.363 -0.006
H 0.785 -0.678 1.049 -0.027
H 0.643 1.176 1.310 -0.023
H -0.730 0.177 0.390 0.004
C 1.323 -5.945 -4.100 -0.106
O 1.255 -5.583 -2.738 -0.166
C 0.142 -4.789 -2.423 -0.217
C 0.078 -4.625 -0.908 -0.200
O 1.213 -3.942 -0.397 -0.168
C 1.120 -3.828 1.013 -0.116
H 1.431 -5.053 -4.726 0.087
H 0.423 -6.489 -4.404 0.085
H 2.224 -6.542 -4.220 0.088
H -0.787 -5.262 -2.773 0.126
H 0.136 -3.811 -2.915 0.112
H -0.121 -5.578 -0.413 0.126
H -0.746 -3.922 -0.722 0.115
H 2.006 -3.290 1.342 0.083
H 1.081 -4.843 1.414 0.091
H 0.244 -3.256 1.340 0.069
C -0.707 -0.615 -2.673 -0.083
O -0.847 -1.589 -3.686 -0.189
C -2.041 -2.310 -3.723 -0.229
C -2.161 -2.962 -5.093 -0.215
O -1.053 -3.757 -5.376 -0.185
C -1.179 -4.620 -6.460 -0.122
H -1.533 0.100 -2.694 0.093
H 0.236 -0.093 -2.829 0.090
H -0.557 -1.151 -1.730 0.075
H -2.921 -1.647 -3.693 0.125
H -2.157 -2.973 -2.858 0.118
H -2.367 -2.192 -5.844 0.130
H -3.075 -3.576 -5.061 0.127
H -2.005 -5.330 -6.293 0.091
H -0.282 -5.218 -6.606 0.078
H -1.417 -4.110 -7.402 0.090
C -3.101 0.845 5.009 -0.116
O -4.043 1.692 4.395 -0.174
C -4.278 1.325 3.040 -0.194
C -5.007 -0.008 2.901 -0.188
O -4.206 -1.178 2.810 -0.191
C -3.230 -1.145 1.808 -0.127
H -2.311 0.475 4.350 0.068
H -3.591 0.035 5.552 0.094
H -2.558 1.425 5.763 0.084
H -3.315 1.380 2.521 0.116
H -4.895 2.081 2.552 0.126
H -5.520 0.069 1.929 0.120
H -5.760 -0.203 3.658 0.133
H -2.330 -0.632 2.165 0.060
H -3.570 -0.560 0.942 0.094
H -2.942 -2.111 1.395 0.087
C 3.972 2.990 2.492 -0.047
O 2.946 2.005 2.618 -0.273
C 2.045 2.288 3.686 -0.166
C 1.668 0.980 4.383 -0.155
O 1.475 -0.064 3.435 -0.284
C 0.742 -1.164 3.982 -0.036
H 4.636 3.006 3.362 0.101
H 3.501 3.965 2.381 0.088
H 4.616 2.759 1.646 0.095
H 1.188 2.888 3.370 0.126
H 2.536 2.934 4.419 0.132
H 0.736 1.125 4.935 0.130
H 2.459 0.700 5.085 0.136
H 1.412 -1.691 4.665 0.105
H 0.515 -1.854 3.171 0.073
H -0.202 -0.802 4.387 0.089
C 0.951 5.334 1.583 -0.115
O 1.304 6.199 0.535 -0.167
C 1.072 5.684 -0.761 -0.202
C -0.421 5.643 -1.075 -0.208
O -1.192 4.651 -0.441 -0.193
C -0.672 3.337 -0.579 -0.098
H 1.447 4.361 1.542 0.062
H -0.139 5.227 1.612 0.096
H 1.238 5.823 2.518 0.094
H 1.555 4.719 -0.948 0.108
H 1.558 6.386 -1.438 0.128
H -0.628 5.584 -2.153 0.125
H -0.771 6.640 -0.794 0.130
H -0.647 3.027 -1.624 0.102
H -1.307 2.669 0.002 0.083
H 0.282 3.229 -0.058 0.056
```

## Properties
* multiplicity: 6

(2)
Formula: C22H59N5O6
Source: the OMol25 dataset
Level of theory: the ωB97M-V functional and the def2-TZVPD basis

Structure (XYZ):
```
92
Properties=species:S:1:pos:R:3:lowdin_charge:R:1
C 23.734 21.432 -18.404 -0.073
O 23.616 20.257 -19.209 -0.193
C 22.756 20.182 -20.340 -0.134
C 21.290 20.716 -20.261 -0.099
N 21.108 22.155 -20.375 0.197
C 20.552 22.660 -21.627 -0.088
C 21.194 23.962 -22.190 -0.181
O 22.572 24.254 -21.804 -0.204
C 22.915 25.685 -21.910 -0.049
H 24.507 21.398 -17.637 0.104
H 22.769 21.524 -17.905 0.086
H 23.948 22.332 -18.981 0.085
H 22.712 19.117 -20.570 0.136
H 23.352 20.674 -21.108 0.136
H 20.948 20.447 -19.261 0.152
H 20.585 20.159 -20.877 0.140
H 21.951 22.575 -20.011 0.135
H 19.487 22.883 -21.561 0.153
H 20.653 21.967 -22.463 0.144
H 20.553 24.789 -21.883 0.115
H 20.988 24.100 -23.252 0.134
H 22.452 26.200 -21.068 0.091
H 22.502 26.119 -22.820 0.087
H 23.987 25.873 -21.968 0.094
C 24.536 11.953 -20.692 -0.066
C 25.043 11.442 -22.047 -0.411
C 25.723 10.101 -21.955 -0.256
O 25.753 9.573 -23.214 -0.193
C 26.845 8.733 -23.454 -0.100
N 23.955 11.491 -23.042 0.046
H 25.323 12.137 -19.961 0.075
H 23.758 11.365 -20.204 0.078
H 24.047 12.927 -20.710 0.046
H 25.824 12.124 -22.384 0.134
H 25.285 9.290 -21.373 0.136
H 26.678 10.288 -21.462 0.127
H 27.707 9.295 -23.094 0.078
H 27.205 8.655 -24.479 0.095
H 26.886 7.822 -22.856 0.095
H 23.099 11.182 -22.605 0.062
H 24.152 10.738 -23.685 0.055
C 17.049 14.885 -17.568 -0.053
C 16.792 15.717 -16.274 -0.439
C 16.899 17.230 -16.481 -0.189
O 16.749 17.828 -15.179 -0.178
C 16.693 19.203 -15.264 -0.146
N 15.476 15.332 -15.903 0.022
H 16.724 13.854 -17.430 0.073
H 18.115 14.974 -17.781 0.062
H 16.453 15.223 -18.415 0.077
H 17.502 15.468 -15.485 0.132
H 16.264 17.716 -17.222 0.125
H 17.929 17.350 -16.815 0.104
H 16.294 19.544 -14.308 0.096
H 16.173 19.616 -16.128 0.084
H 17.703 19.602 -15.357 0.076
H 15.112 15.728 -15.048 0.077
H 15.060 14.433 -16.100 0.075
C 21.254 17.289 -15.562 -0.058
C 22.432 17.218 -16.511 -0.414
C 21.988 16.653 -17.919 -0.185
O 23.162 16.513 -18.709 -0.204
C 22.947 15.641 -19.823 -0.108
N 23.113 18.556 -16.572 0.051
H 20.970 16.237 -15.518 0.079
H 20.450 17.973 -15.834 0.070
H 21.796 17.676 -14.700 0.082
H 23.268 16.636 -16.123 0.103
H 21.285 17.363 -18.354 0.114
H 21.489 15.687 -17.841 0.117
H 22.467 14.698 -19.563 0.082
H 23.916 15.417 -20.268 0.088
H 22.337 16.092 -20.606 0.080
H 24.081 18.462 -16.300 0.072
H 23.157 18.583 -17.581 0.025
C 24.112 13.946 -16.450 -0.067
C 25.213 13.020 -15.909 -0.400
C 25.374 13.142 -14.392 -0.174
O 26.373 12.182 -13.947 -0.215
C 26.820 12.214 -12.586 -0.093
N 24.769 11.676 -16.322 0.030
H 23.099 13.630 -16.201 0.082
H 24.139 14.016 -17.538 0.072
H 24.204 14.937 -16.007 0.055
H 26.107 13.206 -16.504 0.134
H 24.423 12.911 -13.912 0.126
H 25.664 14.142 -14.070 0.118
H 26.000 12.099 -11.878 0.082
H 27.284 13.190 -12.443 0.080
H 27.555 11.426 -12.420 0.088
H 24.990 10.962 -15.644 0.062
H 23.766 11.570 -16.367 0.057
```

## Properties
* multiplicity: 2
* total charge: +1

Energy relative to the best compared isomer or geometry (same formula, charge and spin) / kJ/mol: 100.8; 0.0
Strongest force on any atom / eV/A: 2.55; 3.28